Entry 1:
Computed, not measured: C28H80N5O12 as an isolated structure at a distorted geometry, with wB97M-V/def2-TZVPD.

```
! RIJCOSX wB97M-V def2-TZVPD def2/J DEFGRID3
* xyz 1 1
N -0.072 -0.096 0.905
H 0.113 -0.252 1.851
H -0.152 -1.077 0.233
H 0.863 0.452 0.422
H -0.817 0.468 0.740
C -2.931 -2.559 -0.917
O -2.802 -1.301 -0.333
H -3.104 -2.419 -2.004
H -3.777 -3.312 -0.770
H -2.057 -3.085 -0.602
H -3.445 -0.756 -0.696
C -3.257 1.385 3.075
O -2.894 0.111 2.523
H -2.786 2.253 2.673
H -3.006 1.597 4.141
H -4.370 1.597 3.008
H -3.412 -0.508 2.810
C 2.613 -3.322 2.407
O 1.271 -2.888 2.352
H 3.183 -3.387 1.489
H 2.584 -4.425 2.764
H 3.071 -2.550 3.064
H 0.540 -3.536 2.520
C 0.776 1.474 4.224
O 1.740 1.218 3.171
H -0.275 1.103 4.126
H 0.853 2.633 4.590
H 1.054 0.996 5.187
H 2.577 1.486 3.532
C -5.195 -2.120 3.021
O -3.880 -2.130 3.331
C -3.217 -3.404 3.063
C -1.693 -3.198 3.269
N -0.952 -4.502 2.948
C -1.146 -5.019 1.497
C -0.199 -6.222 1.408
O -0.503 -6.692 0.120
C 0.623 -7.371 -0.438
H -5.613 -1.052 3.103
H -5.648 -2.893 3.699
H -5.469 -2.139 1.920
H -3.231 -3.491 1.875
H -3.690 -4.242 3.604
H -1.381 -3.075 4.318
H -1.383 -2.281 2.806
H -1.360 -5.323 3.527
H -1.025 -4.198 0.805
H -2.270 -5.321 1.151
H -0.429 -6.881 2.188
H 0.775 -6.028 1.602
H 0.472 -8.251 0.113
H 1.647 -7.010 -0.159
H 0.364 -7.535 -1.513
C 0.596 -4.451 -2.346
O 0.655 -3.114 -2.412
C 1.583 -2.546 -1.492
C 1.924 -1.132 -1.640
N 2.694 -0.415 -0.740
C 2.954 1.047 -1.192
C 3.316 1.886 0.024
O 3.895 3.098 -0.528
C 3.944 4.190 0.442
H 0.256 -4.808 -1.372
H 1.567 -5.070 -2.486
H -0.292 -4.681 -3.057
H 2.621 -3.001 -1.229
H 1.008 -2.609 -0.498
H 1.022 -0.593 -1.853
H 2.353 -1.072 -2.741
H 3.679 -0.696 -0.567
H 2.145 1.495 -1.871
H 3.802 0.861 -1.568
H 4.007 1.536 0.795
H 2.366 2.076 0.475
H 4.548 3.731 1.216
H 2.897 4.510 0.812
H 4.617 5.036 -0.017
C -1.496 -0.695 -2.217
O -0.330 0.110 -2.381
C 0.522 -0.402 -3.323
C 1.697 0.667 -3.366
N 2.596 0.263 -4.553
C 3.913 0.947 -4.264
C 4.875 0.346 -5.287
O 6.007 1.023 -5.152
C 7.017 0.757 -6.176
H -2.300 -0.095 -1.915
H -1.286 -1.414 -1.430
H -1.885 -0.972 -3.091
H -0.059 -0.327 -4.235
H 0.630 -1.498 -3.110
H 1.920 0.877 -2.446
H 1.252 1.548 -3.850
H 2.174 0.503 -5.529
H 4.550 0.589 -3.434
H 3.691 2.118 -4.355
H 4.495 0.535 -6.493
H 4.935 -0.588 -5.235
H 7.834 1.365 -5.834
H 6.738 1.328 -7.121
H 7.332 -0.277 -6.475
C -0.959 1.932 -1.713
O -0.642 2.758 -0.632
C -1.740 3.548 -0.368
C -1.371 4.516 0.796
N -2.357 5.586 0.917
C -2.134 6.236 2.297
C -3.086 7.375 2.349
O -4.455 7.116 2.214
C -5.182 8.249 2.531
H -1.487 2.206 -2.652
H -1.729 1.274 -1.398
H -0.199 1.223 -2.046
H -2.692 2.886 -0.520
H -2.003 4.110 -1.264
H -0.460 4.993 0.535
H -1.158 3.872 1.603
H -3.374 5.300 0.915
H -1.058 6.598 2.330
H -2.292 5.537 3.138
H -2.829 8.255 1.457
H -2.897 7.921 3.092
H -4.726 9.198 2.080
H -5.486 8.302 3.640
H -6.314 8.128 2.076
*
```

The value obtained for the energy relative to the best compared isomer or geometry (same formula, charge and spin) is 658.48 kJ/mol. As for the electronic energy: -62317.319 eV. Its HOMO-LUMO gap is 8.822 eV. The LUMO energy comes out at -1.82 eV.

=====

Entry 2:
Computed, not measured: a 3-piece molecular cluster, C14H33BBrO12P overall at a distorted geometry, with wB97M-V/def2-TZVPD.

```
! RIJCOSX wB97M-V def2-TZVPD def2/J DEFGRID3
* xyz 0 1
C 3.557 1.939 6.595
O 2.185 1.634 6.864
B 1.314 2.085 5.915
O 1.334 3.375 5.401
O 0.298 1.227 5.359
C 0.809 0.591 4.314
O 0.234 -0.187 3.685
O 2.122 0.924 4.070
P 2.513 0.946 2.417
O 2.730 2.522 1.988
Br 4.630 0.116 2.363
H 4.160 1.982 7.513
H 3.715 2.887 6.063
H 3.987 1.121 5.994
H 1.366 3.991 6.148
H 3.009 3.050 2.760
C -1.188 -6.359 1.727
O -1.293 -5.428 0.669
C -2.606 -5.257 0.161
C -3.011 -3.794 0.067
O -3.128 -3.089 1.293
C -1.955 -2.857 2.067
C -0.899 -1.960 1.444
O -0.278 -2.570 0.317
C -0.206 -1.747 -0.829
H -0.985 -7.359 1.329
H -0.349 -6.058 2.358
H -2.088 -6.381 2.348
H -3.340 -5.799 0.766
H -2.622 -5.684 -0.849
H -4.013 -3.772 -0.373
H -2.372 -3.252 -0.630
H -1.525 -3.800 2.403
H -2.307 -2.352 2.971
H -0.119 -1.783 2.184
H -1.346 -0.994 1.185
H -1.068 -1.076 -0.909
H -0.204 -2.394 -1.708
H 0.721 -1.164 -0.820
C -1.408 4.470 -5.676
O -1.187 3.791 -4.457
C -2.027 2.669 -4.245
C -1.251 1.423 -3.846
O -0.367 0.889 -4.821
C 0.775 1.646 -5.202
C 1.818 1.883 -4.123
O 1.344 2.743 -3.099
C 1.560 2.265 -1.786
H -2.151 5.263 -5.536
H -0.465 4.926 -5.984
H -1.733 3.794 -6.472
H -2.633 2.452 -5.131
H -2.710 2.924 -3.426
H -1.988 0.636 -3.665
H -0.735 1.567 -2.896
H 0.477 2.580 -5.677
H 1.257 1.055 -5.987
H 2.684 2.375 -4.583
H 2.149 0.921 -3.718
H 1.495 1.174 -1.732
H 0.778 2.678 -1.146
H 2.532 2.602 -1.414
*
```

As for the electronic energy: -119631.456 eV. As for the structure (SMILES): COB(O)OC(=O)OP(O)Br.COCCOCCOC.COCCOCCOC. Its HOMO-LUMO gap is 8.773 eV. The LUMO energy comes out at 0.06 eV.

=====

Entry 3:
Computed, not measured: C39H64BN6O5S3Sr as an isolated structure at a distorted geometry, with wB97M-V/def2-TZVPD.

```
! RIJCOSX wB97M-V def2-TZVPD def2/J DEFGRID3
* xyz 1 1
Sr -1.178 -2.893 0.723
C -3.244 -0.915 2.081
C -4.017 -1.234 0.799
O -3.142 -1.831 -0.141
C -3.812 -2.514 -1.190
C -2.827 -3.433 -1.918
O -1.958 -4.142 -1.050
C -2.380 -5.411 -0.567
C -3.403 -5.303 0.563
O -2.950 -4.270 1.412
C -3.687 -4.051 2.594
C -2.933 -2.968 3.370
O -2.402 -1.971 2.507
H -3.953 -0.634 2.866
H -2.577 -0.069 1.894
H -4.444 -0.308 0.395
H -4.847 -1.916 1.015
H -4.222 -1.803 -1.917
H -4.649 -3.089 -0.778
H -2.185 -2.813 -2.538
H -3.382 -4.111 -2.572
H -1.466 -5.841 -0.157
H -2.766 -6.035 -1.377
H -3.450 -6.263 1.090
H -4.409 -5.080 0.187
H -3.747 -4.964 3.194
H -4.710 -3.729 2.357
H -2.048 -3.417 3.823
H -3.567 -2.527 4.142
C -3.310 1.763 -3.001
C -2.516 1.717 -1.737
C -2.719 2.600 -0.729
C -1.891 2.562 0.428
N -0.920 1.716 0.514
N -0.672 0.838 -0.478
B 0.771 0.302 -0.401
N 1.512 0.563 -1.741
N 1.512 1.598 -2.538
C 2.120 1.451 -3.698
C 2.784 0.242 -4.006
C 2.759 -0.845 -3.161
C 3.420 -2.147 -3.465
C 2.019 -0.644 -1.990
S 1.435 -1.563 -0.635
C 2.039 2.614 -4.680
C 1.157 3.737 -4.121
C 3.455 3.152 -4.921
C 1.412 2.090 -5.980
N 1.513 0.934 0.768
N 2.180 2.047 0.437
C 2.901 2.658 1.326
C 3.047 2.111 2.630
C 2.370 0.987 2.979
C 2.543 0.332 4.310
C 1.481 0.400 2.011
S 0.439 -0.855 2.415
C 3.614 3.933 0.909
C 5.129 3.689 0.960
C 3.211 4.339 -0.509
C 3.240 5.057 1.885
C -1.456 0.744 -1.604
S -1.188 -0.408 -2.782
C -2.103 3.518 1.589
C -3.367 3.092 2.351
C -2.285 4.951 1.070
C -0.898 3.473 2.532
H -4.132 2.472 -2.911
H -3.688 0.776 -3.262
H -2.663 2.076 -3.824
H -3.498 3.347 -0.812
H 3.306 0.151 -4.952
H 3.968 -2.097 -4.403
H 2.674 -2.941 -3.537
H 4.112 -2.426 -2.669
H 1.542 4.101 -3.171
H 0.141 3.380 -3.951
H 1.123 4.564 -4.831
H 3.889 3.501 -3.982
H 3.426 3.990 -5.618
H 4.109 2.383 -5.337
H 0.490 1.546 -5.760
H 2.088 1.420 -6.515
H 1.167 2.922 -6.640
H 3.715 2.579 3.342
H 3.163 0.940 4.966
H 3.014 -0.643 4.171
H 1.575 0.150 4.774
H 5.411 2.867 0.298
H 5.459 3.445 1.971
H 5.658 4.587 0.640
H 3.425 3.539 -1.217
H 3.761 5.233 -0.807
H 2.142 4.551 -0.562
H 3.558 4.826 2.903
H 2.161 5.223 1.893
H 3.727 5.985 1.584
H -4.241 3.074 1.695
H -3.562 3.798 3.158
H -3.237 2.098 2.785
H -3.207 5.069 0.499
H -1.446 5.253 0.440
H -2.337 5.636 1.917
H -0.758 2.470 2.934
H -1.045 4.170 3.359
H 0.013 3.748 1.997
C 1.864 -4.469 2.861
C 0.791 -5.225 2.065
C 1.471 -6.134 1.034
C -0.033 -6.087 3.034
O -0.032 -4.308 1.419
H 2.484 -5.145 3.452
H 1.371 -3.757 3.526
H 2.497 -3.909 2.170
H 2.149 -6.844 1.511
H 2.040 -5.523 0.331
H 0.720 -6.697 0.473
H 0.599 -6.821 3.537
H -0.822 -6.614 2.491
H -0.493 -5.448 3.792
*
```

As for the electronic energy: -94675.917 eV. Its HOMO-LUMO gap is 7.608 eV. The LUMO energy comes out at -2.44 eV.

=====

Number 1: HOMO energy -0.3913 hartree. Number 2: HOMO energy -0.3203 hartree. Number 3: HOMO energy -0.3693 hartree.